# 1
A 2-piece molecular cluster, C2H7N2O3 overall. Source: the OMol25 dataset; level of theory: ωB97M-V with the def2-TZVPD basis set.

Values from the calculation:
**Multiplicity**: 1
**Gap between HOMO and LUMO**: 8.09 eV
**Charge**: -1
**HOMO level**: -3.93 eV
**Energy above the lowest of the compared OMol25 structures with the same formula, charge and spin**: 37.8 kcal per mole

Each line ends with the Mulliken charge.
Positions of all 14 atoms, in Å:
N 1.575 -0.971 -0.651  -0.9651
C 1.360 -1.343 0.588  0.7944
O 2.369 -1.113 1.499  -0.5236
O 0.239 -1.755 1.049  -0.8551
H -0.841 -0.422 0.965  0.3585
H 0.899 -1.556 -1.154  0.2617
H 2.954 -0.414 1.204  0.2989
N -0.538 1.399 -0.967  -0.5652
C -1.697 1.002 -0.160  -0.1662
O -1.411 0.391 1.061  -0.5239
H 0.341 0.854 -0.827  0.2870
H -0.645 1.652 -1.966  0.1717
H -2.294 1.969 0.053  0.1819
H -2.313 0.305 -0.694  0.2450

***

# 2
CH3Cl3OSSi as an isolated structure. Source: the OMol25 dataset; level of theory: ωB97M-V with the def2-TZVPD basis set.

Values from the calculation:
**⟨S²⟩**: 2.0088
**Multiplicity**: 3
**Gap between HOMO and LUMO (alpha / beta)**: 8.69 / 7.02 eV
**Charge**: 0
**HOMO level (alpha / beta)**: -9.12 / -10.30 eV

Each line ends with the Mulliken charge.
Positions of all 10 atoms, in Å:
C 0.066 0.333 -0.365  -0.9382
O 2.518 -1.027 -0.521  -0.4377
Si 1.878 0.314 0.079  0.6925
S 4.681 -1.390 -0.327  0.3407
Cl 2.713 2.023 -0.803  -0.3108
Cl 2.594 0.603 1.932  -0.2419
Cl 5.443 0.389 -0.516  0.0268
H 0.017 1.345 -0.809  0.2370
H -0.237 -0.318 -1.043  0.3696
H -0.512 0.107 0.599  0.2620

***

# 3
C30H44BaBr2N2P2 as an isolated structure. Source: the OMol25 dataset; level of theory: ωB97M-V with the def2-TZVPD basis set.

Values from the calculation:
**Multiplicity**: 1
**Gap between HOMO and LUMO**: 4.45 eV
**Charge**: +2
**HOMO level**: -12.19 eV
**Energy above the lowest of the compared OMol25 structures with the same formula, charge and spin**: 0.0 kcal per mole

Each line ends with the Mulliken charge.
Positions of all 81 atoms, in Å:
N -1.086 -2.538 -6.944  -0.5295
C -0.296 -3.391 -6.289  -0.3642
C -0.361 -3.570 -4.899  -0.5119
C -1.305 -2.821 -4.155  0.2034
C -2.167 -1.971 -4.892  -0.3204
C -2.004 -1.847 -6.276  -0.3749
C -1.408 -2.883 -2.705  0.1297
Ba -0.685 -2.921 -0.036  1.6953
P -1.478 -1.678 4.114  -0.2722
C -2.018 -1.794 -2.051  -1.9450
C -1.412 -0.479 -1.940  1.9470
C -2.211 0.618 -1.529  -1.2832
C -1.643 1.824 -1.171  -0.7615
C -0.228 1.947 -1.104  -0.1284
C 0.547 0.965 -1.770  -0.9681
C -0.025 -0.235 -2.180  0.0485
Br -0.298 0.535 1.305  -0.1826
H -1.276 -3.887 -2.268  0.7639
H -3.105 -1.837 -1.829  0.3281
H 0.337 -4.236 -4.394  0.3016
H -2.935 -1.371 -4.402  0.3821
H 0.429 -3.951 -6.885  0.3731
H -2.647 -1.154 -6.833  0.3715
H -3.292 0.459 -1.450  0.4670
H 0.596 -0.999 -2.678  0.4878
H -2.273 2.651 -0.836  0.0441
H 1.620 1.133 -1.890  0.4410
P 0.543 3.356 -0.243  1.1441
C -1.449 -2.869 2.765  0.2223
C -2.040 -4.231 3.145  -1.3944
H -0.378 -2.966 2.481  0.3051
H -2.082 -2.367 2.000  0.0987
H -1.714 -5.026 2.459  0.2906
H -1.745 -4.527 4.160  0.3745
H -3.139 -4.198 3.119  0.3720
C -2.683 -0.409 3.543  0.2001
C -2.969 0.618 4.636  -1.3453
H -3.598 -0.946 3.247  0.3972
H -2.237 0.082 2.653  -0.3749
H -3.726 1.329 4.288  0.3831
H -3.346 0.144 5.551  0.3863
H -2.072 1.197 4.888  0.2858
C 0.128 -0.760 4.164  0.4489
C 0.795 -0.847 5.537  -1.4904
H -0.086 0.287 3.898  0.0804
H 0.797 -1.156 3.385  -0.0421
H 1.680 -0.201 5.550  0.4026
H 0.120 -0.523 6.337  0.3681
H 1.117 -1.872 5.753  0.3421
C 2.100 2.716 0.411  -0.1582
C 2.869 3.670 1.325  -1.4531
H 2.720 2.407 -0.439  0.4946
H 1.822 1.801 0.965  0.0312
H 3.389 4.450 0.746  0.3510
H 2.213 4.147 2.067  0.3158
H 3.631 3.093 1.870  0.3343
C -0.545 3.968 1.054  -0.3552
C -1.605 5.000 0.651  -1.3079
H 0.122 4.385 1.822  0.4582
H -1.009 3.071 1.488  0.1766
H -1.143 5.962 0.388  0.3575
H -2.228 4.664 -0.190  0.3244
H -2.263 5.170 1.512  0.4327
C 0.885 4.683 -1.395  -0.5941
C 2.012 4.366 -2.372  -1.2200
H 1.092 5.584 -0.800  0.4809
H -0.058 4.867 -1.932  0.4861
H 1.672 3.634 -3.115  0.3070
H 2.291 5.284 -2.904  0.4037
H 2.909 3.974 -1.877  0.3052
Br 4.483 -0.172 1.189  -0.0839
C 3.777 -1.608 0.152  -0.4858
C 4.589 -2.354 -0.699  -0.1010
C 4.009 -3.364 -1.472  -0.7632
C 2.634 -3.591 -1.381  -0.3669
N 1.856 -2.871 -0.534  -0.1195
C 2.406 -1.875 0.211  0.3454
H 5.649 -2.140 -0.747  0.4885
H 4.595 -3.978 -2.154  0.4161
H 2.119 -4.350 -1.985  0.4340
H 1.717 -1.277 0.817  0.2683

***

# 4
C17H34AsB11Br6MnN2O2S3 as an isolated structure. Source: the OMol25 dataset; level of theory: ωB97M-V with the def2-TZVPD basis set.

Values from the calculation:
**⟨S²⟩**: 9.0473
**Multiplicity**: 6
**Gap between HOMO and LUMO (alpha / beta)**: 3.76 / 3.25 eV
**Charge**: +2
**HOMO level (alpha / beta)**: -13.04 / -13.04 eV
**Energy above the lowest of the compared OMol25 structures with the same formula, charge and spin**: 173.0 kcal per mole

Each line ends with the Mulliken charge.
Positions of all 77 atoms, in Å:
Mn 0.394 0.364 0.064  1.6250
S 0.629 0.505 2.395  -0.1980
C 1.110 2.067 2.044  0.4028
N 1.009 2.467 0.751  0.7189
C 1.512 3.682 0.583  -0.7843
C 1.599 4.377 -0.658  -0.5667
C 2.124 5.629 -0.651  -0.6391
C 2.568 6.231 0.565  -0.5563
C 2.501 5.579 1.792  -0.6753
C 1.980 4.304 1.801  1.1584
S 1.779 3.230 3.143  -0.1863
H 1.258 3.900 -1.568  0.4471
H 2.210 6.184 -1.575  0.4987
H 2.974 7.234 0.530  0.4549
H 2.847 6.058 2.698  0.4885
Br -1.643 -1.139 0.160  -0.7182
B -1.340 -2.978 0.864  1.9727
B -2.247 -3.669 2.236  0.4428
C -1.090 -4.789 2.771  -1.9887
B -0.469 -3.268 2.385  0.9908
B 0.512 -4.783 2.151  0.2752
B -0.674 -6.161 1.830  0.2590
B -2.421 -5.462 1.839  0.2468
B -2.550 -4.256 0.527  0.9091
Br -4.181 -3.831 -0.421  -0.3338
B -1.582 -5.813 0.258  0.4385
Br -2.157 -7.193 -0.944  -0.3337
B 0.232 -5.398 0.463  0.7893
Br 1.595 -6.319 -0.540  -0.3475
B 0.319 -3.623 0.817  0.7294
Br 1.722 -2.441 0.131  -0.4492
B -0.930 -4.250 -0.322  0.6394
Br -0.809 -3.778 -2.206  -0.2669
H -3.039 -3.123 2.927  -0.2107
H -1.091 -4.717 1.667  -3.2617
H -0.130 -2.447 3.177  -0.2758
H 1.479 -4.979 2.803  -0.1854
H -0.482 -7.241 2.272  -0.1189
H -3.288 -6.101 2.324  -0.1282
C -1.411 2.424 -2.798  -0.5391
N -0.808 1.354 -3.586  0.1592
C -1.122 1.345 -5.025  -1.1152
C -0.030 0.441 -3.054  1.0877
C 0.572 -0.628 -3.908  -1.7013
O 0.225 0.415 -1.812  -0.6688
H -1.227 3.377 -3.294  0.5131
H -0.986 2.441 -1.799  -0.4004
H -2.488 2.272 -2.727  0.3736
H -1.980 1.991 -5.187  0.4574
H -1.380 0.346 -5.361  0.3714
H -0.285 1.722 -5.611  0.3349
H 1.058 -0.210 -4.789  0.4608
H -0.209 -1.313 -4.244  0.3987
H 1.284 -1.194 -3.315  0.2706
C 4.844 0.101 -1.177  -1.0172
S 3.911 0.776 0.175  0.4547
C 4.487 -0.311 1.462  -0.9425
O 2.479 0.348 -0.116  -0.4731
H 5.904 0.195 -0.937  0.4588
H 4.611 0.679 -2.069  0.3531
H 4.555 -0.944 -1.297  0.3150
H 5.538 -0.084 1.646  0.4921
H 4.350 -1.344 1.145  0.3049
H 3.902 -0.104 2.357  0.2472
C -3.866 1.587 0.096  -1.0665
As -2.141 2.034 0.873  0.5729
C -2.215 3.981 0.840  -1.1921
C -2.564 1.717 2.745  -1.1592
H -4.619 2.257 0.509  0.4535
H -4.115 0.559 0.349  0.3908
H -3.847 1.689 -0.987  0.2649
H -3.156 4.305 1.281  0.4734
H -2.152 4.351 -0.183  0.3481
H -1.391 4.399 1.420  0.3279
H -3.503 2.219 2.974  0.4886
H -1.784 2.110 3.396  0.3775
H -2.674 0.647 2.922  0.2621